DFT (ωB97M-V/def2-TZVPD) results for a molecular structure, C25H25AuF5N2O2PSSe2.

Last column: natural (NBO) charge in e.
Geometry (Å):
Au -0.44 -1.06 -0.52  0.694
O 4.78 -3.83 -1.54  -0.749
C 4.72 -2.57 -0.88  -0.052
C 3.29 -2.00 -0.98  -0.154
C 2.93 -1.85 -2.47  -0.061
O 2.73 -3.06 -3.16  -0.728
C 3.37 -0.62 -0.34  -0.555
Se 1.72 0.30 0.18  -0.059
C 2.36 -2.94 -0.17  -0.572
Se 0.54 -3.31 -0.82  -0.181
H 5.66 -4.21 -1.43  0.483
H 5.42 -1.87 -1.34  0.173
H 4.98 -2.69 0.18  0.165
H 3.73 -1.27 -2.95  0.162
H 2.01 -1.27 -2.55  0.194
H 3.47 -3.64 -2.97  0.487
H 3.88 0.07 -1.02  0.243
H 3.94 -0.66 0.59  0.218
H 2.22 -2.54 0.83  0.220
H 2.80 -3.93 -0.09  0.232
F 3.27 6.96 0.44  -0.286
C 2.89 5.82 -0.13  0.263
C 3.80 4.80 -0.35  0.297
F 5.07 4.97 0.02  -0.298
C 3.40 3.63 -0.95  0.321
F 4.30 2.67 -1.13  -0.300
C 2.07 3.41 -1.35  -0.320
S 1.59 1.92 -2.09  -0.108
C 1.18 4.46 -1.11  0.329
F -0.10 4.34 -1.48  -0.306
C 1.57 5.64 -0.51  0.256
F 0.67 6.61 -0.28  -0.291
C -3.05 -3.49 -0.44  -0.948
P -2.73 -1.77 0.08  0.902
C -4.33 -0.95 -0.27  -0.949
C -2.66 -1.86 1.89  -0.388
C -1.69 -2.69 2.45  -0.209
C -1.54 -2.77 3.82  -0.188
C -2.36 -2.01 4.65  -0.201
C -3.31 -1.17 4.10  -0.225
C -3.46 -1.08 2.73  -0.162
H -2.13 -4.06 -0.34  0.265
H -3.33 -3.47 -1.50  0.244
H -3.85 -3.94 0.15  0.236
H -5.14 -1.41 0.30  0.244
H -4.52 -1.06 -1.34  0.249
H -4.27 0.11 -0.02  0.239
H -1.03 -3.26 1.79  0.242
H -0.79 -3.41 4.25  0.220
H -2.25 -2.08 5.73  0.219
H -3.94 -0.57 4.75  0.218
H -4.19 -0.40 2.31  0.204
N -5.21 4.80 -0.11  -0.256
C -4.36 4.03 -0.20  0.257
C -3.34 3.04 -0.32  -0.137
C -2.58 2.65 0.78  -0.153
C -1.65 1.64 0.62  0.028
N -1.48 1.02 -0.54  -0.476
C -2.17 1.41 -1.61  0.061
C -3.11 2.42 -1.55  -0.191
H -2.71 3.15 1.73  0.236
H -1.03 1.31 1.44  0.227
H -1.96 0.88 -2.53  0.225
H -3.64 2.73 -2.44  0.244

Values from the calculation:
LUMO energy (alpha / beta) in eV: -0.91 / -1.42
HOMO (alpha / beta) in eV: -6.722 / -7.747
Multiplicity: 3
Total charge: 0
Gap between HOMO and LUMO (alpha / beta) in eV: 5.81 / 6.33
Energy above the lowest of the compared OMol25 structures with the same formula, charge and spin in kJ/mol: 89.6
Molar mass in g mol⁻¹: 898.4
Total energy in a.u.: -7404.99851

---

DFT (ωB97M-V/def2-TZVPD) results for a single C6H8O2 molecule at a distorted geometry.

Last column: natural (NBO) charge in e.
Geometry (Å):
C 1.12 -1.03 1.37  -0.691
C -0.76 -0.22 -1.06  0.481
C -0.97 1.03 -0.25  0.179
C 0.68 -0.60 -1.20  -0.275
C 1.53 -0.71 -0.20  -0.187
C -2.19 1.59 -0.23  -0.405
O 0.06 1.50 0.47  -0.710
O -1.65 -0.81 -1.63  -0.508
H 0.77 0.70 0.70  0.516
H 1.02 -0.72 -2.22  0.241
H 2.59 -0.86 -0.33  0.215
H -2.36 2.52 0.27  0.209
H -2.99 1.13 -0.78  0.224
H 1.71 -0.46 2.09  0.231
H 1.40 -2.08 1.48  0.247
H 0.05 -0.98 1.52  0.233

Values from the calculation:
LUMO energy in eV: -0.09
SMILES string: C=C(O)C(=O)/C=C\C
HOMO in eV: -9.025
Total charge: 0
Gap between HOMO and LUMO in eV: 8.93
Energy above the lowest of the compared OMol25 structures with the same formula, charge and spin in kJ/mol: 250.4
Molar mass in g mol⁻¹: 112.1
Total energy in a.u.: -383.81473

---

DFT (ωB97M-V/def2-TZVPD) results for a single C4H11N3 molecule at a distorted geometry.

Last column: natural (NBO) charge in e.
Geometry (Å):
C -0.73 -1.06 -0.54  0.108
C 1.33 0.23 0.11  -0.098
C -1.07 -0.49 -1.91  -0.621
N 0.78 -1.02 -0.34  -0.646
N -1.52 -0.43 0.49  -0.838
C 0.94 1.66 1.95  -0.058
N 0.97 0.50 1.50  -0.425
H 1.05 -1.74 0.32  0.359
H -0.96 -2.13 -0.52  0.179
H -1.08 -0.62 1.43  0.376
H -1.48 0.59 0.41  0.346
H 2.43 0.15 0.07  0.205
H 1.01 1.04 -0.57  0.168
H -0.45 -0.96 -2.66  0.223
H -2.12 -0.68 -2.13  0.218
H -0.91 0.59 -1.93  0.193
H 1.05 2.56 1.32  0.137
H 0.77 1.81 3.01  0.173

Values from the calculation:
LUMO energy in eV: 1.08
SMILES string: C=NCN[C@H](C)N
HOMO in eV: -8.719
Total charge: 0
Gap between HOMO and LUMO in eV: 9.80
Energy above the lowest of the compared OMol25 structures with the same formula, charge and spin in kJ/mol: 183.5
Molar mass in g mol⁻¹: 101.2
Total energy in a.u.: -323.23666